C16H44O7Zr as an isolated structure at a distorted geometry, computed with ωB97M-V/def2-TZVPD.

- E: -32902.8683 eV
- Charge: +2
- LUMO energy: -8.56 eV
- Energy relative to the best compared isomer or geometry (same formula, charge and spin): 0.00 kJ/mol

Each line ends with the Mulliken charge.
CARTESIAN COORDINATES (ANGSTROEM)
Zr  0.317  1.285  -2.460  1.915
C  2.641  3.892  -0.182  -1.066
C  2.817  3.499  -1.638  0.723
C  4.215  2.975  -1.925  -1.350
O  1.733  2.705  -2.098  -0.541
H  1.699  4.399  0.016  0.159
H  3.477  4.531  0.098  0.498
H  2.707  3.016  0.470  0.160
H  2.787  4.413  -2.248  0.147
H  4.372  1.997  -1.449  0.225
H  4.977  3.556  -1.411  0.403
H  4.417  2.851  -2.986  0.356
C  1.200  0.680  1.692  -1.528
C  0.688  -0.239  0.596  1.249
C  -0.741  -0.719  0.878  -0.990
O  0.722  0.371  -0.678  -0.377
H  0.869  0.271  2.647  0.486
H  0.773  1.683  1.642  0.200
H  2.288  0.716  1.719  0.371
H  1.280  -1.160  0.611  0.038
H  -0.983  -1.562  0.229  0.124
H  -1.424  0.115  0.683  -0.200
H  -0.914  -1.044  1.902  0.550
C  -2.985  -3.842  1.312  -0.581
C  -3.952  -4.835  1.923  -0.533
O  -3.928  -4.721  3.337  -0.521
H  -3.237  -2.788  1.488  0.172
H  -2.911  -3.949  0.225  0.294
H  -1.971  -3.900  1.718  0.266
H  -3.624  -5.836  1.648  0.278
H  -4.957  -4.656  1.539  0.327
H  -4.701  -4.230  3.624  0.313
C  0.106  -4.895  -1.067  -0.807
C  1.286  -4.989  -0.133  -0.051
O  2.305  -5.802  -0.685  -0.532
H  0.421  -4.496  -2.034  0.251
H  -0.725  -4.314  -0.666  0.082
H  -0.323  -5.886  -1.227  0.367
H  1.020  -5.445  0.824  0.358
H  1.658  -3.968  0.056  0.010
H  2.855  -6.174  0.009  0.321
C  -2.918  1.980  3.247  -0.725
C  -3.856  1.885  2.041  -0.214
O  -4.045  3.187  1.434  -0.549
H  -2.948  1.074  3.856  0.350
H  -3.258  2.813  3.862  0.356
H  -1.880  2.047  2.920  0.043
H  -4.859  1.540  2.296  0.380
H  -3.351  1.226  1.330  0.004
H  -4.414  3.720  2.149  0.332
C  3.688  -0.766  -2.262  -0.739
C  2.474  -1.159  -3.053  0.050
O  1.821  0.084  -3.620  -0.572
H  3.473  -0.019  -1.496  -0.051
H  4.537  -0.438  -2.859  0.415
H  3.995  -1.627  -1.659  0.405
H  1.685  -1.624  -2.464  0.071
H  2.713  -1.836  -3.871  0.355
H  2.470  0.456  -4.240  0.315
C  -1.205  4.723  -0.687  -1.276
C  -1.100  3.263  -0.278  2.069
O  -1.406  2.360  -1.432  -0.585
H  -1.700  4.888  -1.642  0.339
H  -0.207  5.154  -0.794  0.300
H  -1.662  5.305  0.111  0.388
H  -1.836  3.018  0.488  -0.645
H  -0.102  3.008  0.068  -0.734
H  -2.366  2.229  -1.443  0.349

=====

A 9-piece molecular cluster, C16H45Cl6O14P overall at a distorted geometry, computed with ωB97M-V/def2-TZVPD.

- E: -130409.0758 eV
- Charge: 0
- LUMO energy: 0.15 eV
- Energy relative to the best compared isomer or geometry (same formula, charge and spin): 52.91 kJ/mol

Each line ends with the Mulliken charge.
CARTESIAN COORDINATES (ANGSTROEM)
C  -0.670  3.033  -2.468  -0.350
O  -2.082  2.821  -2.716  -0.289
P  -2.626  2.441  -4.165  1.036
O  -1.821  1.326  -4.805  -0.781
O  -4.199  2.164  -3.933  -0.357
C  -4.581  1.084  -3.043  -0.370
O  -2.762  3.879  -4.912  -0.339
C  -3.462  4.056  -6.134  -0.691
H  -0.157  2.101  -2.231  -0.041
H  -0.497  3.562  -1.530  0.332
H  -0.201  3.395  -3.383  0.427
H  -3.733  0.407  -2.940  0.058
H  -5.340  0.436  -3.482  0.312
H  -4.952  1.369  -2.058  0.232
H  -2.692  4.432  -6.808  0.294
H  -4.240  4.819  -6.173  0.261
H  -3.917  3.136  -6.500  0.319
Cl  -3.745  0.141  1.137  -0.086
C  -4.924  -1.120  1.241  -0.251
Cl  -5.219  -1.589  2.918  -0.179
H  -5.890  -0.732  0.917  0.354
H  -4.653  -1.994  0.649  0.215
Cl  -0.411  -3.343  4.371  -0.194
C  0.494  -1.784  4.367  0.519
Cl  1.010  -1.365  6.069  -0.206
H  1.378  -1.953  3.751  -0.065
H  -0.140  -1.043  3.880  -0.076
Cl  4.924  -0.093  1.433  -0.190
C  4.466  0.835  -0.001  0.567
Cl  5.689  2.036  -0.410  -0.199
H  4.350  0.077  -0.776  0.048
H  3.551  1.347  0.297  -0.301
O  2.086  0.317  -1.623  -0.158
C  2.230  -0.360  -2.833  -0.316
C  1.213  0.178  -3.899  -0.735
O  -0.177  -0.146  -3.587  -0.566
H  1.157  0.254  -1.390  -0.178
H  3.259  -0.337  -3.190  0.505
H  2.036  -1.413  -2.630  0.166
H  1.333  -0.287  -4.877  0.507
H  1.280  1.261  -3.999  0.243
H  -0.792  0.321  -4.158  0.400
O  2.020  2.946  6.876  -0.521
C  2.359  1.665  6.352  -0.307
C  3.583  1.697  5.456  -0.414
O  3.220  2.144  4.213  -0.445
H  1.544  3.386  6.168  0.347
H  2.637  0.958  7.134  0.348
H  1.566  1.150  5.810  0.124
H  3.973  0.710  5.207  0.311
H  4.497  2.103  5.888  0.305
H  2.975  3.070  4.277  0.248
O  -0.131  0.227  -0.122  0.683
C  -0.454  0.907  1.100  -0.565
C  0.736  1.542  1.742  -0.383
O  1.629  0.530  2.296  -0.052
H  -0.848  -0.387  -0.298  -0.275
H  -1.079  1.710  0.708  0.275
H  -0.938  0.220  1.794  0.198
H  0.366  2.253  2.479  0.379
H  1.171  2.078  0.898  0.235
H  2.322  0.970  2.794  -0.012
O  0.847  -2.083  1.245  -0.231
C  2.037  -2.649  0.785  0.453
C  2.162  -4.176  0.965  -0.862
O  1.255  -4.946  0.125  -0.533
H  0.925  -1.138  1.092  -0.164
H  2.071  -2.281  -0.241  -0.177
H  2.868  -2.176  1.307  0.087
H  2.086  -4.477  2.009  0.306
H  3.170  -4.504  0.711  0.379
H  1.427  -4.859  -0.816  0.310
O  -1.558  -1.586  -1.776  -0.575
C  -1.112  -2.838  -1.249  0.485
C  -2.074  -3.233  -0.038  -0.084
O  -3.062  -4.148  -0.457  -0.610
H  -0.913  -1.126  -2.318  0.277
H  -1.030  -3.555  -2.066  0.666
H  -0.122  -2.680  -0.820  -0.447
H  -2.589  -2.443  0.509  -0.317
H  -1.467  -3.726  0.720  0.332
H  -2.646  -4.926  -0.834  0.348

=====

C16H45IN6O7P2S2 as an isolated structure at a distorted geometry, computed with ωB97M-V/def2-TZVPD.

- E: -88932.1474 eV
- Charge: 0
- LUMO energy: -0.98 eV
- Energy relative to the best compared isomer or geometry (same formula, charge and spin): 726.50 kJ/mol

Each line ends with the Mulliken charge.
CARTESIAN COORDINATES (ANGSTROEM)
C  1.237  -1.789  5.191  -0.859
S  1.412  -0.785  3.616  0.998
O  2.609  0.205  3.607  -0.451
O  1.720  -1.826  2.470  -0.568
O  -0.094  -0.091  3.222  -0.226
S  -0.353  1.397  4.012  0.693
O  0.477  1.545  5.310  -0.481
O  -2.004  1.320  4.535  -0.331
C  -2.175  0.201  5.498  -0.008
C  -3.377  -0.846  5.089  -0.463
C  -3.481  -1.151  3.478  -0.600
I  -5.401  -0.266  2.811  0.009
H  2.104  -2.556  5.387  0.351
H  0.231  -2.423  5.092  0.320
H  1.071  -1.119  6.163  0.312
H  -1.182  -0.448  5.616  -0.137
H  -2.372  0.690  6.564  0.315
H  -3.164  -1.844  5.693  0.237
H  -4.398  -0.370  5.468  0.351
H  -3.375  -2.297  3.195  0.391
H  -2.648  -0.582  2.856  0.124
O  7.562  2.394  -1.383  -0.772
P  6.395  2.231  -0.378  0.834
N  5.255  2.245  -1.641  0.050
C  4.108  3.111  -1.816  -0.947
C  5.205  1.043  -2.466  -0.976
N  6.594  3.836  0.231  0.112
C  5.557  4.864  0.255  -1.030
C  7.868  4.512  -0.070  -0.973
N  5.053  2.043  0.777  0.032
C  5.657  1.724  2.098  -1.098
C  4.046  0.983  0.586  -0.847
H  3.531  3.267  -0.900  0.311
H  3.388  2.717  -2.543  0.380
H  4.414  4.091  -2.197  0.266
H  4.800  0.191  -1.906  0.279
H  6.207  0.762  -2.802  0.291
H  4.601  1.170  -3.368  0.371
H  5.397  5.294  -0.733  0.297
H  5.846  5.685  0.924  0.411
H  4.611  4.498  0.652  0.265
H  7.909  4.841  -1.120  0.328
H  8.726  3.855  0.128  0.289
H  8.028  5.397  0.558  0.304
H  6.208  0.779  2.050  0.408
H  4.896  1.643  2.883  0.279
H  6.359  2.502  2.422  0.342
H  4.508  -0.012  0.529  0.350
H  3.424  1.119  -0.300  0.310
H  3.330  0.987  1.418  0.143
O  -4.832  -2.754  -0.697  -0.743
P  -4.615  -2.881  -2.225  0.862
N  -3.747  -1.419  -2.263  0.109
C  -3.994  -0.238  -3.065  -0.972
C  -2.404  -1.462  -1.693  -0.990
N  -6.281  -2.565  -2.564  0.095
C  -6.779  -1.494  -3.422  -1.028
C  -7.228  -2.700  -1.444  -0.957
N  -4.367  -3.027  -3.982  -0.056
C  -4.795  -4.398  -4.370  -1.167
C  -3.014  -2.905  -4.557  -1.107
H  -4.239  -0.459  -4.107  0.324
H  -3.126  0.431  -3.112  0.388
H  -4.809  0.357  -2.641  0.255
H  -1.726  -2.057  -2.316  0.246
H  -2.419  -1.921  -0.701  0.280
H  -1.963  -0.470  -1.568  0.376
H  -6.733  -0.527  -2.923  0.299
H  -7.830  -1.671  -3.687  0.404
H  -6.254  -1.439  -4.375  0.278
H  -7.148  -1.853  -0.747  0.317
H  -7.060  -3.632  -0.888  0.278
H  -8.271  -2.748  -1.784  0.311
H  -4.177  -5.149  -3.868  0.389
H  -4.723  -4.553  -5.453  0.390
H  -5.839  -4.589  -4.095  0.326
H  -2.317  -3.629  -4.115  0.392
H  -2.580  -1.910  -4.456  0.352
H  -3.048  -3.074  -5.641  0.362